79
Properties=species:S:1:pos:R:3 method="wB97M-V/def2-TZVPD" fmax_ha_per_bohr=0.016 multiplicity=1 charge=+1 de_lowest_kcal_mol=0.00 gap_ev=7.39 total_energy_ha=-2398.5866 lumo_energy_ha=-0.11774
Ir -0.106 0.174 0.039
C 6.445 -1.995 0.528
C 6.366 -0.834 1.480
C 7.438 -0.493 2.298
C 7.367 0.574 3.181
C 6.212 1.338 3.247
C 5.136 1.032 2.429
C 5.210 -0.056 1.565
N 4.133 -0.383 0.691
C 2.809 -0.273 0.956
N 2.453 -0.294 2.240
C 1.177 -0.161 2.821
C 0.013 0.063 2.075
C -1.158 0.154 2.862
C -1.178 0.048 4.234
C 0.008 -0.171 4.923
C 1.192 -0.281 4.231
C 2.477 -0.540 4.977
N 1.919 -0.224 -0.026
C 2.525 -0.213 -1.346
C 2.659 -1.421 -2.013
C 3.291 -1.468 -3.246
C 3.774 -0.298 -3.809
C 3.619 0.908 -3.141
C 3.001 0.977 -1.896
C 2.860 2.292 -1.181
H 7.363 -2.558 0.685
H 6.439 -1.664 -0.514
H 5.599 -2.673 0.660
H 8.344 -1.084 2.242
H 8.214 0.813 3.808
H 6.151 2.183 3.919
H 4.249 1.654 2.448
H 4.363 -0.549 -0.279
H 3.218 -0.410 2.886
H -2.114 0.296 2.378
H -2.115 0.129 4.770
H 0.009 -0.259 6.002
H 2.282 -0.607 6.045
H 3.210 0.260 4.835
H 2.943 -1.482 4.674
H 2.267 -2.321 -1.555
H 3.388 -2.410 -3.769
H 4.253 -0.318 -4.778
H 3.983 1.822 -3.594
H 2.979 3.119 -1.879
H 3.616 2.407 -0.399
H 1.882 2.387 -0.703
C -1.460 -2.692 1.095
P -1.697 -1.344 -0.083
C -1.954 -2.162 -1.667
C -3.333 -0.633 0.306
C -4.469 -1.406 0.535
C -5.666 -0.787 0.855
C -5.737 0.602 0.932
C -4.612 1.372 0.688
C -3.404 0.751 0.382
P -1.838 1.628 0.053
C -1.717 2.958 1.274
C -2.205 2.512 -1.480
H -2.237 -3.444 0.956
H -1.483 -2.305 2.112
H -0.487 -3.153 0.921
H -2.827 -2.809 -1.562
H -1.082 -2.756 -1.939
H -2.111 -1.416 -2.439
H -4.429 -2.487 0.470
H -6.545 -1.386 1.052
H -6.673 1.082 1.185
H -4.684 2.452 0.740
H -2.603 3.591 1.218
H -0.841 3.566 1.044
H -1.605 2.558 2.278
H -3.100 3.113 -1.315
H -2.365 1.797 -2.280
H -1.374 3.160 -1.759
O 0.337 -0.434 -3.878
N 0.250 0.535 -3.195
O -0.507 0.319 -2.097


52
Properties=species:S:1:pos:R:3 method="wB97M-V/def2-TZVPD" fmax_ha_per_bohr=0.015 multiplicity=1 charge=+1 de_lowest_kcal_mol=25.86 smiles=CC(C)[NH2+]C[C@H](O)COc1ccc(CCOCC2CC2)cc1 gap_ev=9.06 total_energy_ha=-984.0899 lumo_energy_ha=-0.08622
C -1.292 -2.439 -0.038
C -2.739 -2.411 -0.507
C -2.847 -2.665 -2.003
N -3.324 -1.069 -0.222
C -3.691 -0.766 1.178
C -4.002 0.738 1.253
O -4.905 0.982 0.201
C -2.710 1.572 1.132
O -2.076 1.244 -0.090
C -0.727 1.551 -0.267
C 0.036 2.289 0.620
C 1.383 2.481 0.356
C 1.978 1.959 -0.782
C 3.456 2.078 -1.000
C 4.122 0.770 -0.559
O 3.833 0.572 0.810
C 4.112 -0.727 1.282
C 3.115 -1.755 0.785
C 3.348 -3.209 1.059
C 3.456 -2.687 -0.340
C 1.187 1.247 -1.677
C -0.153 1.039 -1.425
H -1.210 -2.303 1.037
H -0.851 -3.401 -0.278
H -0.709 -1.667 -0.536
H -3.328 -3.154 0.039
H -2.448 -3.646 -2.241
H -3.883 -2.641 -2.335
H -2.279 -1.927 -2.564
H -4.166 -0.906 -0.788
H -2.652 -0.301 -0.484
H -2.865 -1.016 1.844
H -4.571 -1.347 1.459
H -4.456 0.963 2.228
H -5.204 1.897 0.217
H -2.061 1.341 1.984
H -2.952 2.642 1.156
H -0.394 2.722 1.509
H 1.981 3.039 1.059
H 3.684 2.251 -2.052
H 3.860 2.895 -0.404
H 3.727 -0.063 -1.156
H 5.210 0.824 -0.712
H 4.048 -0.644 2.372
H 5.134 -1.028 1.013
H 2.093 -1.393 0.838
H 2.504 -3.829 1.318
H 4.258 -3.485 1.568
H 2.685 -2.948 -1.050
H 4.441 -2.623 -0.777
H 1.625 0.845 -2.579
H -0.769 0.497 -2.129